w | Here is 2 unconnected molecules or ions with the total composition C2H2FP from OMol25. Energies are from the ωB97M-V functional and the def2-TZVPD basis.

The value obtained for the HOMO-LUMO gap (spin up / spin down) is 0.261 / 0.258 hartree.

CARTESIAN COORDINATES (ANGSTROEM)
C -3.612 0.109 0.085
C -2.710 0.712 0.655
F -4.855 -0.262 -0.274
P 0.085 0.691 -0.025
H -0.332 1.914 0.511
H -0.417 0.882 -1.311


x | Here is a single C2H2FP molecule from OMol25. Energies are from the ωB97M-V functional and the def2-TZVPD basis.

The SMILES is FC#CP. The value obtained for the HOMO-LUMO gap is 0.358 hartree.

CARTESIAN COORDINATES (ANGSTROEM)
F 1.205 4.021 0.794
C 0.754 2.804 0.781
C 0.269 1.652 0.696
P -0.485 0.123 0.664
H -0.209 -0.475 -0.529
H -1.714 0.512 0.416


Going by the computed energies, the most stable comes first: x, w.


w | Here is 2 unconnected molecules or ions with the total composition C4H12N2O from OMol25. Energies are from the ωB97M-V functional and the def2-TZVPD basis.

Its multiplicity is 2. The value obtained for the HOMO-LUMO gap (spin up / spin down) is 0.108 / 0.338 hartree. The net charge is -1.

CARTESIAN COORDINATES (ANGSTROEM)
C 2.142 -0.276 0.869
C 0.736 -0.864 0.769
C -0.165 -0.153 -0.191
C -1.229 0.532 0.207
N 0.183 -0.203 -1.567
N 2.203 1.093 1.397
H 2.530 -0.248 -0.146
H 2.776 -0.919 1.485
H 0.832 -1.915 0.442
H 0.270 -0.924 1.751
H -1.832 1.072 -0.514
H -1.626 0.551 1.209
H 0.776 0.529 -1.924
H 0.481 -1.128 -1.880
H 1.529 1.200 2.151
H 1.974 1.742 0.658
H -4.414 -0.345 -1.113
H -3.146 -0.060 -1.909
O -4.019 0.317 -1.693


x | Here is a gas-phase ion, C4H12N2O (charge -1) from OMol25. Energies are from the ωB97M-V functional and the def2-TZVPD basis.

Its multiplicity is 2. The value obtained for the HOMO-LUMO gap (spin up / spin down) is 0.102 / 0.344 hartree. The net charge is -1.

CARTESIAN COORDINATES (ANGSTROEM)
C -0.545 -0.421 -0.780
C 0.936 -0.236 -1.076
C 1.845 -1.146 -0.313
O 1.855 -2.465 -1.054
N -0.941 -0.012 0.571
C -1.007 1.464 0.700
N -0.962 1.830 2.095
H -1.096 0.085 -1.618
H -0.735 -1.495 -0.690
H 1.243 0.787 -0.794
H 1.147 -0.288 -2.136
H 1.283 -1.488 0.565
H 2.894 -0.890 -0.193
H 0.947 -2.790 -1.051
H -1.903 -0.375 0.685
H -0.094 1.836 0.203
H -1.890 1.801 0.137
H -1.545 1.086 2.490
H -1.430 2.716 2.260


y | Here is 2 unconnected molecules or ions with the total composition C4H12N2O from OMol25. Energies are from the ωB97M-V functional and the def2-TZVPD basis.

Its multiplicity is 2. The value obtained for the HOMO-LUMO gap (spin up / spin down) is 0.088 / 0.322 hartree. The net charge is -1.

CARTESIAN COORDINATES (ANGSTROEM)
C -1.117 0.515 -0.065
C 0.071 1.316 0.481
C 1.365 0.506 0.456
C 1.386 -0.706 1.001
N 2.415 -1.653 1.038
N -2.446 0.943 0.464
H -1.059 -0.487 0.345
H -1.234 0.528 -1.144
H 0.189 2.336 0.120
H -0.110 1.397 1.561
H 2.243 0.875 -0.065
H 0.564 -0.899 1.660
H 2.695 -1.928 1.957
H 3.061 -1.484 0.293
H -2.559 0.520 1.369
H -2.649 1.918 0.323
H -0.542 -1.614 -3.843
H -1.604 -0.907 -2.965
O -0.669 -1.175 -2.987


Going by the computed energies, the most stable comes first: w, x, y.


w | Here is a single C3H4Cl2S molecule from OMol25. Energies are from the ωB97M-V functional and the def2-TZVPD basis.

The value obtained for the HOMO-LUMO gap is 0.322 hartree.

CARTESIAN COORDINATES (ANGSTROEM)
C 0.074 0.859 0.370
C -0.970 -0.126 0.382
C 0.479 -0.679 0.477
H 1.405 -0.055 -1.730
H 0.310 1.586 1.241
H -1.747 -0.292 1.088
H 0.736 -1.200 1.350
S 0.718 1.631 -1.071
Cl -2.022 -0.236 -1.100
Cl 1.017 -1.489 -1.006


x | Here is 2 unconnected molecules or ions with the total composition C3H4Cl2S from OMol25. Energies are from the ωB97M-V functional and the def2-TZVPD basis.

The value obtained for the HOMO-LUMO gap (spin up / spin down) is 0.253 / 0.253 hartree.

CARTESIAN COORDINATES (ANGSTROEM)
C -0.318 0.295 -1.531
C -0.156 -0.100 -0.317
C -0.764 -0.389 0.952
S 2.318 -0.368 0.933
Cl -2.520 -0.529 0.758
Cl 3.433 0.981 0.098
H 0.355 0.513 -2.343
H -1.343 0.281 -1.771
H -0.389 -1.126 1.582
H -0.615 0.441 1.639


Going by the computed energies, the most stable comes first: w, x.


w | Here is a molecular structure, C5H7Cl from OMol25. Energies are from the ωB97M-V functional and the def2-TZVPD basis.

The value obtained for the HOMO-LUMO gap is 0.335 hartree.

CARTESIAN COORDINATES (ANGSTROEM)
C -0.528 0.528 0.325
C -0.749 1.806 -0.148
C 0.710 -0.009 0.894
C 1.742 -0.970 0.067
C 2.709 0.033 -0.595
H 0.057 2.532 -0.121
H -1.779 2.010 -0.189
H 1.439 0.989 0.831
H 0.631 -0.106 2.176
H 1.665 -2.319 0.306
H 2.514 1.565 -1.068
H 3.678 -0.483 -0.874
Cl -1.853 -0.736 -0.254


x | Here is a single C5H7Cl molecule from OMol25. Energies are from the ωB97M-V functional and the def2-TZVPD basis.

The SMILES is ClC1CC=CC1. The value obtained for the HOMO-LUMO gap is 0.390 hartree.

CARTESIAN COORDINATES (ANGSTROEM)
Cl -1.882 1.212 -1.122
C -0.726 0.802 0.219
C -0.770 -0.695 0.640
C 0.366 -1.327 -0.087
C 1.180 -0.444 -0.610
C 0.692 0.928 -0.218
H -0.999 1.453 1.018
H -0.723 -0.793 1.704
H -1.680 -1.135 0.313
H 0.366 -2.405 -0.367
H 2.117 -0.606 -1.149
H 0.775 1.710 -0.967
H 1.285 1.301 0.625


y | Here is a single C5H7Cl molecule from OMol25. Energies are from the ωB97M-V functional and the def2-TZVPD basis.

The value obtained for the HOMO-LUMO gap is 0.310 hartree.

CARTESIAN COORDINATES (ANGSTROEM)
C 0.803 0.054 0.269
C 2.424 -0.462 0.067
C -0.210 0.806 0.877
C 0.393 -1.063 -0.712
C -1.670 0.727 0.542
Cl 3.140 0.529 -1.102
H 0.100 1.404 1.588
H -0.360 -0.663 -1.421
H 0.099 -1.971 -0.163
H 1.306 -1.340 -1.330
H -1.793 0.141 -0.382
H -2.032 1.811 0.462
H -2.200 0.028 1.306


Going by the computed energies, the most stable comes first: x, y, w.


w | Here is 2 unconnected molecules or ions with the total composition C4H10NO2 from OMol25. Energies are from the ωB97M-V functional and the def2-TZVPD basis.

The value obtained for the HOMO-LUMO gap is 0.381 hartree. The net charge is +1.

CARTESIAN COORDINATES (ANGSTROEM)
C -0.014 1.236 0.681
C -0.107 0.440 -0.494
C 1.942 -0.316 0.593
C -2.032 -0.540 -0.614
N 0.522 -0.111 0.722
O -1.680 -1.771 -0.326
O -2.527 -0.392 -1.858
H 0.770 2.049 0.621
H -0.954 1.562 1.126
H 0.548 0.612 -1.364
H 2.361 0.707 0.696
H 2.378 -0.866 1.462
H 2.249 -0.763 -0.357
H -2.321 0.149 0.139
H -0.021 -0.771 1.333
H -1.560 -2.397 -1.111
H -3.361 0.078 -1.730


x | Here is a gas-phase ion, C4H10NO2 (charge +1) from OMol25. Energies are from the ωB97M-V functional and the def2-TZVPD basis.

The SMILES is [NH3+][C@H](C=O)CCO. The value obtained for the HOMO-LUMO gap is 0.412 hartree. The net charge is +1.

CARTESIAN COORDINATES (ANGSTROEM)
N -1.724 -0.653 0.304
C -0.392 0.071 0.153
C -0.823 1.317 -0.637
O -1.938 1.476 -1.044
C 0.685 -0.715 -0.600
C 2.090 -0.448 0.056
O 2.056 -0.727 1.461
H -1.928 -0.736 1.294
H -2.491 -0.110 -0.115
H -1.740 -1.609 -0.041
H -0.020 0.391 1.116
H -0.056 2.050 -0.919
H 0.578 -0.482 -1.656
H 0.478 -1.772 -0.427
H 2.570 0.499 -0.185
H 2.755 -1.249 -0.263
H 1.742 0.064 1.935


Going by the computed energies, the most stable comes first: x, w.


w | Here is 2 unconnected molecules or ions with the total composition C8H11N2O from OMol25. Energies are from the ωB97M-V functional and the def2-TZVPD basis.

The value obtained for the HOMO-LUMO gap is 0.383 hartree. The net charge is +1.

CARTESIAN COORDINATES (ANGSTROEM)
C -3.555 -0.276 0.113
C -2.868 0.862 0.403
C -2.825 -1.356 -0.505
C -1.484 0.993 0.045
C -1.465 -1.200 -0.741
C 2.675 0.710 0.359
C 2.306 -0.737 0.678
C 1.237 -0.126 -1.164
N -0.847 -0.027 -0.529
N 1.708 1.094 -0.732
O 1.696 -1.144 -0.485
H -4.719 -0.274 0.245
H -3.440 1.711 0.980
H -3.434 -2.076 -0.956
H -0.987 2.013 0.199
H -0.820 -1.934 -1.234
H 2.595 1.347 1.131
H 3.723 0.757 -0.084
H 3.165 -1.436 0.916
H 1.649 -0.791 1.484
H 0.858 -0.215 -2.087
H 2.048 1.849 -1.313


x | Here is a gas-phase ion, C8H11N2O (charge +1) from OMol25. Energies are from the ωB97M-V functional and the def2-TZVPD basis.

The SMILES is C[N+]#CN(C)/C=C\C=C=CO. The value obtained for the HOMO-LUMO gap is 0.335 hartree. The net charge is +1.

CARTESIAN COORDINATES (ANGSTROEM)
C 1.130 1.354 2.255
N 0.125 0.549 1.764
C -0.599 0.002 1.007
N -1.431 -0.802 0.462
C -2.714 -0.485 0.004
C -0.653 -2.017 0.034
C 0.263 -2.044 -0.926
C 0.813 -0.892 -1.678
C 0.690 0.376 -1.520
C 1.034 1.620 -1.442
O 2.080 2.171 -0.730
H 2.111 0.993 1.829
H 1.363 1.186 3.300
H 0.873 2.434 1.966
H -3.120 0.203 0.645
H -2.528 -0.094 -1.103
H -3.536 -1.304 -0.128
H -0.872 -2.936 0.669
H 0.681 -3.020 -1.074
H 1.161 -1.213 -2.668
H 0.391 2.373 -2.028
H 2.738 1.547 -0.636


y | Here is a gas-phase ion, C8H11N2O (charge +1) from OMol25. Energies are from the ωB97M-V functional and the def2-TZVPD basis.

The SMILES is CC(=O)N(C)[n+]1ccccc1. The value obtained for the HOMO-LUMO gap is 0.316 hartree. The net charge is +1.

CARTESIAN COORDINATES (ANGSTROEM)
C -1.871 0.349 -1.645
C -1.350 -1.044 -1.322
O -1.675 -2.062 -1.870
N -0.359 -1.276 -0.358
C -0.078 -2.638 0.019
N 0.307 -0.139 0.325
C -0.073 0.252 1.574
C 0.574 1.386 2.161
C 1.577 2.057 1.403
C 1.649 1.770 -0.014
C 1.086 0.602 -0.470
H -2.954 0.366 -1.224
H -1.897 0.500 -2.812
H -1.189 1.097 -1.142
H 0.952 -2.920 0.399
H -0.883 -2.977 0.762
H -0.310 -3.280 -0.864
H -0.920 -0.322 2.035
H 0.182 1.620 3.186
H 2.168 2.834 1.900
H 1.967 2.509 -0.792
H 1.075 0.284 -1.532


Going by the computed energies, the most stable comes first: w, y, x.